--- A ---
14
Properties=species:S:1:pos:R:3 method="wB97M-V/def2-TZVPD" total_charge=-1 homo_energy_ev=-3.89
S -0.17062 -1.39306 1.76910
H -0.96004 -0.37911 2.18605
H 2.40914 -1.35143 1.00608
H 2.91997 -0.11808 1.34434
O 3.26951 -0.88726 0.89027
H -0.65616 0.33527 0.76586
H -1.24849 -0.25978 -0.57499
O -0.88408 0.56885 -0.24078
H 0.80814 0.22543 -1.55595
H 2.09238 -0.58689 -1.27993
O 1.38248 -0.50721 -1.90444
H -3.37887 1.04257 -1.29064
H -2.30736 1.60794 -0.46512
O -3.27599 1.70276 -0.64984

---

--- B ---
14
Properties=species:S:1:pos:R:3 method="wB97M-V/def2-TZVPD" total_charge=-1 homo_energy_ev=-4.18
S 0.99682 -0.78591 0.50763
H 1.21024 -1.63378 -0.42097
H -1.17004 -0.58105 -0.50200
H -2.09991 0.07664 -1.53095
O -2.09002 -0.63749 -0.83677
H 3.53686 0.78685 1.50468
H 3.03840 0.11064 0.24442
O 3.83894 0.68935 0.59806
H -1.38901 -0.91840 2.35712
H -2.79252 -0.48569 1.66374
O -2.33317 -0.74642 2.54199
H -0.39468 1.83073 -1.43727
H 0.14929 0.80572 -2.35138
O -0.50120 1.48881 -2.33831

---

So which one is most stable? That would be B, about 0.0167 hartree below the next structure.

---

--- A ---
21
Properties=species:S:1:pos:R:3 method="wB97M-V/def2-TZVPD" total_charge=0 smiles=C[C@]1(O)C[C@H](O)[C@]1(C)O homo_energy_ev=-8.65
C -0.45048 1.00565 -1.65896
C 0.05388 -0.08256 -0.73201
O 1.37948 -0.80254 -1.48721
C -0.98881 -1.10473 -0.29332
C -1.21719 -0.26899 0.95050
O -2.27703 0.65334 0.97630
C 0.55726 0.30554 0.61455
C 1.46910 -0.59473 1.41848
O 0.90382 1.65745 0.75960
H 0.33287 1.74581 -1.83117
H -1.30258 1.55738 -1.24836
H -0.76099 0.56477 -2.60933
H 1.92394 -0.09172 -1.85896
H -0.58701 -2.10260 -0.10517
H -1.84598 -1.18458 -0.96600
H -1.15327 -0.78396 1.90742
H -3.03948 0.25313 0.53269
H 2.49772 -0.49100 1.06138
H 1.18644 -1.64429 1.32961
H 1.44946 -0.31912 2.47808
H 1.86884 1.72774 0.76189

---

--- B ---
21
Properties=species:S:1:pos:R:3 method="wB97M-V/def2-TZVPD" total_charge=0 smiles="O=COCCCCCO" homo_energy_ev=-10.33
O -2.77181 1.86237 1.66895
C -2.44452 0.64557 1.69875
O -2.71928 -0.25481 0.61262
C -1.65252 -0.05685 -0.40378
C -0.82092 -1.42599 -0.51965
C 0.76762 -1.24487 -0.66510
C 1.44005 -0.25030 0.39824
C 1.64350 1.26508 -0.17330
O 3.00656 1.51458 -0.59378
H -1.93826 0.22109 2.64702
H -1.04595 0.84037 -0.03743
H -2.18890 0.13800 -1.40558
H -1.08028 -2.07502 0.38287
H -1.17698 -1.94553 -1.49058
H 1.02933 -1.00701 -1.76292
H 1.23223 -2.28841 -0.47235
H 2.51632 -0.64256 0.56998
H 0.94873 -0.25533 1.43456
H 1.38675 1.97997 0.69877
H 0.87619 1.50740 -1.00588
H 2.99214 1.47224 -1.58140

---

So which one is most stable? That would be A, about 0.0043 hartree below the next structure.

---

--- A ---
19
Properties=species:S:1:pos:R:3 method="wB97M-V/def2-TZVPD" total_charge=-1 homo_energy_ev=-2.81
C 2.27590 -1.41387 0.27311
C 0.95321 -1.72269 1.11320
N 0.38977 -0.42563 1.68825
C -0.55539 0.24301 0.68623
C -0.02901 1.59261 0.02890
O 1.02728 1.52915 -0.88022
H 2.17341 -2.20574 -0.56762
H 2.11790 -0.44820 -0.24965
H 3.25267 -1.55180 0.77867
H 0.99152 -2.22438 2.12527
H 0.26348 -2.38738 0.54418
H 1.10801 0.30333 1.56085
H -0.68921 -0.53920 -0.08763
H -1.38577 0.46416 1.30398
H 0.18172 2.16050 0.99184
H -0.99997 2.03218 -0.34847
H -2.54433 0.62227 -2.54614
H -3.55708 -0.15460 -1.58969
O -3.46591 0.31009 -2.41252

---

--- B ---
19
Properties=species:S:1:pos:R:3 method="wB97M-V/def2-TZVPD" total_charge=-1 homo_energy_ev=-2.87
C 0.76169 1.41096 0.89827
C -0.31177 0.36018 1.15545
C -1.68345 1.04302 0.95744
N -0.09564 -0.79896 0.22788
C -0.29581 -0.46929 -1.28769
O -1.33173 0.20332 -1.72041
H 0.85106 1.63303 -0.16649
H 0.43002 2.38187 1.28825
H 1.73939 1.20945 1.33781
H -0.17735 -0.06168 2.15391
H -1.59239 1.73773 0.12823
H -2.47198 0.36456 0.63360
H -1.97831 1.44683 1.93649
H -0.81408 -1.47907 0.45894
H 0.68993 0.01212 -1.53079
H -0.19733 -1.51098 -1.66747
H 2.48714 -1.13764 -1.00763
H 1.65749 -1.52842 0.24779
O 2.52721 -1.64520 -0.18920

---

--- C ---
19
Properties=species:S:1:pos:R:3 method="wB97M-V/def2-TZVPD" total_charge=-1 homo_energy_ev=-2.57
C 1.53801 1.06716 0.09847
C 0.10786 0.45932 -0.14336
C 0.32232 -0.95670 -0.85350
C 0.42418 -2.02028 0.35561
O 1.10400 -1.60886 1.36794
N -0.44398 1.39444 -1.14586
H 1.83074 0.29375 0.90029
H 1.52160 2.10817 0.50318
H 2.18954 1.09747 -0.72632
H -0.38409 0.26380 0.78698
H 1.13436 -0.91614 -1.53923
H -0.52576 -1.18774 -1.44428
H 0.93816 -2.84886 -0.13491
H -0.71873 -2.32237 0.48915
H -1.12561 1.04452 -1.74253
H 0.28143 1.82415 -1.71550
H -2.63598 0.01499 1.30195
H -2.51491 1.51249 1.71671
O -3.04316 0.78070 1.92520

---

--- D ---
19
Properties=species:S:1:pos:R:3 method="wB97M-V/def2-TZVPD" total_charge=-1 homo_energy_ev=-2.45
C 1.92558 1.53677 1.01288
O 1.43428 1.63744 2.21514
C 0.88596 2.01380 -0.27346
C 0.09452 0.79765 -0.74432
C -1.30344 0.53369 -0.07497
N -1.27416 0.65014 1.37412
H 2.95073 2.03388 0.91876
H 2.18313 0.48859 0.68691
H 0.31868 2.90822 0.01652
H 1.49054 2.41061 -1.08592
H -0.14028 1.10740 -1.80632
H 0.58732 -0.15266 -1.04822
H -1.59754 -0.49265 -0.35504
H -2.12315 1.17206 -0.34874
H -1.21064 1.57515 1.76275
H -0.40259 0.30027 1.77713
H -1.35964 -6.61970 -1.99305
H -1.21507 -5.47181 -0.97568
O -1.24422 -6.42884 -1.05850

---

So which one is most stable? That would be B, about 0.0476 hartree below the next structure.